1.
{
  "formula": "C11H28F3NO7Zr",
  "method": "ωB97M-V/def2-TZVPD",
  "symbols": ["Zr", "C", "O", "H", "H", "H", "C", "O", "H", "H", "H", "C", "O", "H", "H", "H", "C", "O", "O", "C", "F", "F", "F", "C", "C", "H", "H", "H", "H", "H", "H", "C", "C", "C", "O", "C", "N", "H", "H", "H", "H", "H", "H", "H", "H", "H", "H", "H", "O", "H", "H"],
  "positions_angstrom": [[0.781, -0.641, 0.302], [-0.705, -0.875, -2.789], [-0.119, -0.704, -1.573], [-1.398, -0.040, -3.040], [0.002, -0.829, -3.640], [-1.276, -1.807, -2.841], [-1.094, 1.922, 1.675], [-0.472, 0.847, 1.063], [-0.779, 2.870, 1.228], [-2.184, 1.815, 1.583], [-0.904, 1.918, 2.759], [3.435, -2.626, -0.095], [2.483, -1.688, -0.369], [3.115, -3.636, -0.387], [4.400, -2.388, -0.556], [3.614, -2.721, 0.997], [-1.184, -3.013, 1.454], [-2.203, -2.059, 1.610], [-0.079, -2.439, 1.042], [-0.983, -3.768, 2.780], [-1.663, -4.926, 2.754], [0.310, -4.075, 3.008], [-1.422, -3.094, 3.864], [-3.518, -2.562, 1.705], [-4.500, -1.414, 1.508], [-4.319, -0.920, 0.552], [-5.503, -1.839, 1.564], [-4.381, -0.627, 2.254], [-3.688, -3.010, 2.691], [-3.728, -3.311, 0.930], [-1.538, -3.786, 0.744], [2.778, 3.424, -0.964], [1.602, 2.440, -0.814], [0.760, 2.455, -2.054], [-0.019, 3.621, -2.012], [-0.297, 4.131, -3.288], [2.129, 1.042, -0.543], [3.283, 3.641, -0.022], [2.402, 4.376, -1.349], [3.467, 3.070, -1.738], [1.026, 2.744, 0.058], [0.099, 1.580, -2.069], [1.420, 2.422, -2.936], [-0.630, 3.336, -3.965], [0.600, 4.601, -3.715], [-1.076, 4.881, -3.195], [3.074, 1.184, -0.177], [2.396, 0.674, -1.468], [2.023, -0.161, 2.146], [1.784, -0.547, 3.000], [2.684, 0.512, 2.326]],
  "fmax_ev_per_a": 4.06,
  "total_energy_ha": -1364.12188,
  "homo_ev": -8.77,
  "homo_lumo_gap_ev": 8.396,
  "de_lowest_kj_mol": 0.0,
  "multiplicity": 1
}

2.
{
  "formula": "C11H28INO3P2",
  "method": "ωB97M-V/def2-TZVPD",
  "symbols": ["O", "P", "I", "C", "C", "O", "P", "O", "H", "H", "H", "H", "H", "H", "H", "H", "C", "C", "C", "C", "N", "C", "C", "C", "C", "C", "H", "H", "H", "H", "H", "H", "H", "H", "H", "H", "H", "H", "H", "H", "H", "H", "H", "H", "H", "H"],
  "positions_angstrom": [[1.320, -4.151, 3.892], [2.629, -4.025, 2.928], [1.895, -5.062, 0.799], [2.594, -2.219, 2.479], [3.619, -1.437, 3.305], [3.198, -0.120, 3.224], [1.471, -0.102, 3.578], [1.343, -1.706, 2.886], [1.640, -4.457, 4.759], [2.694, -1.965, 1.422], [3.513, -1.818, 4.330], [4.657, -1.521, 2.999], [1.631, 1.258, 4.077], [1.089, 0.481, 2.280], [0.066, -0.088, 3.946], [1.760, -0.544, 4.926], [-0.851, 0.962, -4.752], [-1.106, -0.102, -3.685], [-2.357, 0.143, -2.839], [-2.442, 1.425, -2.026], [-1.545, 1.558, -0.823], [-1.580, 0.350, 0.094], [-0.381, -0.486, -0.280], [0.682, 0.536, -0.679], [-0.079, 1.763, -1.188], [-2.030, 2.749, -0.058], [-0.836, 1.974, -4.342], [0.114, 0.793, -5.227], [-1.615, 0.928, -5.531], [-0.220, -0.212, -3.060], [-1.228, -1.066, -4.182], [-2.541, -0.717, -2.193], [-3.213, 0.171, -3.521], [-3.455, 1.507, -1.631], [-2.263, 2.304, -2.645], [-1.472, 0.716, 1.114], [-2.539, -0.152, -0.007], [-0.605, -1.171, -1.098], [-0.051, -1.095, 0.565], [1.366, 0.139, -1.428], [1.286, 0.808, 0.187], [-0.003, 1.918, -2.260], [0.262, 2.666, -0.690], [-3.046, 2.555, 0.275], [-1.999, 3.615, -0.714], [-1.373, 2.898, 0.794]],
  "fmax_ev_per_a": 2.16,
  "total_energy_ha": -1696.67312,
  "homo_ev": -6.58,
  "homo_lumo_gap_ev": 6.289,
  "de_lowest_kj_mol": 52.2,
  "multiplicity": 1
}

3.
{
  "formula": "C11H29AlBeCl4F3MgN2O11S",
  "method": "ωB97M-V/def2-TZVPD",
  "symbols": ["C", "C", "O", "N", "C", "Al", "H", "H", "H", "H", "H", "H", "H", "H", "H", "C", "N", "O", "O", "H", "H", "H", "O", "H", "H", "H", "Be", "Cl", "C", "F", "F", "F", "S", "O", "O", "O", "Mg", "C", "C", "C", "C", "C", "C", "H", "H", "H", "H", "H", "H", "H", "H", "H", "H", "H", "H", "H", "H", "O", "Cl", "O", "O", "O", "Cl", "Cl"],
  "positions_angstrom": [[1.284, -0.236, 5.819], [2.932, -0.156, 5.528], [3.205, 0.313, 4.278], [3.947, -0.629, 6.527], [5.331, -0.090, 6.338], [3.426, -0.457, 8.358], [0.691, 0.383, 4.986], [0.976, 0.247, 6.840], [0.906, -1.363, 5.713], [5.502, 0.625, 5.433], [6.125, -0.972, 6.228], [5.673, 0.518, 7.306], [1.875, -0.575, 8.645], [3.876, 1.010, 8.855], [4.130, -1.548, 9.316], [1.759, 1.197, 1.583], [0.499, 1.599, 0.901], [-0.560, 1.412, 1.512], [0.608, 2.091, -0.228], [1.514, 0.782, 2.563], [2.247, 0.446, 0.958], [2.377, 2.091, 1.687], [6.338, 2.660, 4.836], [5.638, 2.312, 4.227], [5.967, 3.320, 5.475], [7.103, 3.036, 4.331], [-0.030, -0.445, 7.652], [-0.787, 1.870, 8.961], [-2.150, 0.346, -2.287], [-0.994, 0.835, -2.841], [-2.227, 0.902, -1.035], [-3.174, 0.907, -3.007], [-2.213, -1.522, -2.261], [-1.058, -1.943, -1.457], [-2.120, -1.938, -3.667], [-3.501, -1.864, -1.642], [6.899, 4.901, 3.969], [-6.119, -4.641, -8.338], [-4.860, -3.791, -8.270], [-4.248, -3.734, -6.869], [-5.135, -3.097, -5.792], [-5.593, -1.666, -6.087], [-4.440, -0.680, -6.190], [-6.914, -4.238, -7.705], [-6.498, -4.673, -9.365], [-5.913, -5.668, -8.022], [-5.076, -2.782, -8.637], [-4.116, -4.214, -8.957], [-3.296, -3.193, -6.923], [-3.995, -4.753, -6.549], [-4.588, -3.107, -4.842], [-6.023, -3.722, -5.634], [-6.259, -1.341, -5.278], [-6.188, -1.635, -7.005], [-3.862, -0.658, -5.261], [-4.824, 0.329, -6.373], [-3.765, -0.930, -7.013], [7.326, 8.140, 1.404], [5.917, 8.102, 1.065], [5.143, 8.671, 2.151], [5.509, 6.727, 0.850], [5.689, 8.869, -0.144], [-2.897, 0.939, -4.960], [3.008, -3.318, 8.343]],
  "fmax_ev_per_a": 7.32,
  "total_energy_ha": -4368.55545,
  "homo_ev": -5.28,
  "homo_lumo_gap_ev": 0.959,
  "charge": -1,
  "multiplicity": 1
}

4.
{
  "formula": "C11H29BN4O3",
  "method": "ωB97M-V/def2-TZVPD",
  "symbols": ["C", "B", "C", "N", "H", "H", "H", "H", "H", "H", "H", "H", "C", "O", "N", "C", "C", "H", "H", "H", "H", "H", "H", "H", "C", "O", "N", "C", "C", "H", "H", "H", "H", "H", "H", "H", "C", "O", "N", "C", "C", "H", "H", "H", "H", "H", "H", "H"],
  "positions_angstrom": [[0.164, 3.067, 3.049], [-0.935, 2.215, 2.315], [-2.408, 2.157, 2.910], [-3.010, 3.510, 2.818], [-0.259, 3.598, 3.902], [0.536, 3.795, 2.327], [0.997, 2.448, 3.375], [-0.708, 1.640, 1.293], [-2.378, 1.833, 3.952], [-3.026, 1.469, 2.338], [-3.332, 3.677, 1.873], [-2.339, 4.232, 3.054], [2.750, 0.853, -0.121], [2.371, 1.834, 0.495], [2.573, -0.410, 0.297], [3.011, -1.553, -0.484], [1.912, -0.612, 1.576], [3.264, 0.922, -1.096], [2.157, -2.185, -0.732], [3.731, -2.140, 0.091], [3.477, -1.222, -1.403], [0.919, -0.164, 1.558], [2.489, -0.132, 2.369], [1.819, -1.674, 1.781], [2.149, -1.568, -4.396], [2.978, -1.815, -3.540], [2.233, -0.545, -5.266], [1.213, -0.297, -6.265], [3.388, 0.334, -5.194], [1.237, -2.175, -4.527], [1.643, -0.352, -7.267], [0.777, 0.693, -6.122], [0.424, -1.042, -6.182], [4.305, -0.236, -5.348], [3.442, 0.804, -4.211], [3.307, 1.102, -5.958], [-2.198, -2.193, 1.415], [-1.091, -2.359, 1.888], [-3.294, -1.876, 2.133], [-4.591, -1.686, 1.516], [-3.158, -1.719, 3.571], [-2.399, -2.283, 0.334], [-4.953, -0.673, 1.703], [-5.311, -2.399, 1.922], [-4.516, -1.838, 0.442], [-2.441, -0.929, 3.796], [-2.794, -2.644, 4.018], [-4.123, -1.464, 4.000]],
  "fmax_ev_per_a": 0.95,
  "total_energy_ha": -906.08825,
  "homo_ev": -8.61,
  "smiles": "CN(C)C=O.CN(C)C=O.CN(C)C=O.CBCN",
  "homo_lumo_gap_ev": 9.198,
  "multiplicity": 1
}